{
  "formula": "C25H72F6N4O13P",
  "method": "ωB97M-V with the def2-TZVPD basis set",
  "max_force_ev_per_a": 2.85,
  "gap_ev": 8.29,
  "multiplicity": 1,
  "energy_ha": -3133.50293,
  "charge": -1,
  "species": ["H", "O", "C", "O", "C", "H", "H", "H", "H", "C", "H", "O", "C", "H", "H", "H", "H", "O", "O", "H", "H", "O", "C", "C", "C", "H", "C", "H", "H", "F", "C", "C", "H", "N", "O", "H", "H", "N", "F", "H", "H", "H", "H", "H", "H", "P", "H", "F", "C", "H", "H", "H", "H", "H", "H", "H", "H", "H", "H", "H", "H", "H", "C", "O", "C", "H", "H", "C", "H", "H", "H", "H", "H", "H", "H", "H", "H", "H", "C", "C", "H", "H", "C", "N", "H", "F", "O", "C", "C", "H", "C", "H", "C", "H", "N", "H", "C", "C", "O", "H", "F", "O", "H", "H", "H", "F", "H", "C", "H", "H", "H", "O", "H", "H", "C", "H", "H", "H", "H", "H", "O"],
  "xyz": [[4.433, 1.449, 2.115], [1.194, -4.739, -3.993], [4.609, -1.004, -3.274], [-2.987, -0.968, -1.887], [0.336, -2.510, -3.284], [4.228, 4.153, -4.244], [-1.756, 0.773, 3.480], [-5.800, 6.807, -2.174], [-4.449, -0.314, -0.484], [-1.813, -0.634, 5.103], [1.623, -1.625, -0.810], [-1.487, -4.746, -0.241], [-1.710, -0.312, 3.618], [-1.029, -8.017, 2.243], [-0.244, -3.607, -5.052], [-2.823, -0.344, 5.438], [-0.891, 1.940, 5.049], [1.663, 1.427, -4.173], [-3.201, 5.320, -0.571], [-0.840, -2.934, -1.860], [5.331, 3.916, 2.166], [1.074, -4.004, 0.733], [-4.508, 5.569, -0.109], [-2.351, -3.652, 0.068], [-4.327, -0.765, -1.472], [2.705, -0.165, 3.402], [-1.803, -5.769, 0.665], [1.190, -2.071, 1.487], [3.209, -1.538, -0.109], [-0.141, 0.375, -2.196], [-6.045, 7.503, 0.502], [-2.832, -0.902, 2.787], [-2.142, -2.858, -0.640], [2.193, 3.720, 0.943], [2.759, 1.911, 3.195], [-4.217, 7.316, -2.238], [0.783, -7.791, 0.447], [-0.365, -0.713, 3.131], [0.057, 1.590, 0.836], [-1.465, -5.475, 1.674], [-3.185, 3.399, -0.105], [-5.963, 8.568, 0.717], [3.657, -3.007, -1.522], [-7.015, 7.287, 0.055], [-3.616, -0.201, 2.504], [-0.095, 0.969, -0.677], [-0.495, -1.881, -3.618], [1.500, 0.773, -0.742], [2.384, -2.230, -0.317], [2.406, 2.917, -5.430], [5.693, -0.673, -1.443], [-2.517, -8.342, 1.340], [0.491, -6.613, 1.302], [2.238, 0.832, 4.835], [-0.088, 0.005, 2.464], [0.580, -4.165, 1.542], [3.912, 0.662, 4.374], [2.366, 2.980, -2.516], [-2.002, 1.639, 6.370], [-4.856, -0.088, -2.161], [-4.030, 7.648, -0.074], [-5.976, 7.040, 1.492], [5.643, -1.409, -2.257], [3.294, -0.846, -2.770], [-2.980, 3.993, -1.008], [4.188, 5.215, 1.613], [2.939, 1.140, 1.241], [0.653, -3.504, -4.428], [-2.438, -1.352, 1.875], [-2.022, -3.233, 1.027], [4.119, 3.117, 0.382], [-2.865, -6.057, 0.713], [2.620, -3.073, 1.676], [4.046, 4.321, 3.166], [6.648, -1.357, -2.700], [2.791, -0.184, -3.258], [1.345, -5.200, -4.825], [4.601, -1.749, -4.086], [-1.431, -8.203, 1.244], [4.288, 4.249, 2.101], [0.858, 3.189, -4.652], [1.012, 1.388, -3.457], [-1.103, -7.031, 0.268], [0.388, -6.857, 0.307], [-3.413, -3.895, 0.132], [0.135, 2.457, -1.335], [3.998, 3.553, -3.527], [1.868, 2.792, -4.488], [2.893, 0.754, 3.968], [-0.291, 1.823, 6.674], [-4.880, 7.021, -0.363], [2.209, 4.633, -3.352], [3.411, 1.828, 1.948], [4.835, -0.051, -3.766], [-5.105, 7.419, -1.758], [-4.834, -1.725, -1.593], [1.823, -2.796, 0.968], [2.573, 3.609, -3.383], [5.530, -2.737, -1.723], [-1.816, -1.711, 5.289], [-0.317, -0.503, -0.064], [2.793, -3.282, -1.177], [-1.003, -9.127, 0.859], [-1.960, 3.804, -1.325], [5.873, -2.706, -0.827], [-1.681, 1.241, -0.577], [0.276, -0.564, 3.908], [-1.009, 1.381, 5.981], [1.168, -1.816, -3.136], [-1.426, -7.477, -0.677], [-2.513, -0.208, -1.517], [-0.830, -0.010, 5.908], [-3.702, 3.679, -1.773], [1.402, -2.970, -5.034], [3.513, 3.217, 1.287], [-5.195, 4.866, -0.597], [1.692, 3.147, 0.278], [-3.292, -1.764, 3.287], [-4.567, 5.346, 0.962], [1.671, 3.638, 1.813], [0.031, -3.252, -2.103]]
}